1.
# C5H7NO

The molecule C5H7NO (ωB97M-V/def2-TZVPD, the Open Molecules 2025 dataset).

## Properties
**Total charge**: 0
**Structure (SMILES)**: C=C=C/C(O)=N/C
**Highest occupied orbital energy**: -9.14 eV
**F_max**: 0.44 eV Å⁻¹
**DFT total energy**: -324.6414 a.u.
**Energy above the lowest of the compared OMol25 structures with the same formula, charge and spin**: 2.260 eV

Last column: natural (NBO) charge in e.
Positions of all 14 atoms, in Å:
C1 0.28366 -1.98909 -1.31040  -0.44
N1 0.22109 -0.92690 -0.32675  -0.47
C2 0.71935 1.20130 2.62610  -0.48
C3 0.11684 1.25903 1.47499  0.19
C4 -0.47601 1.28294 0.30640  -0.40
C5 -0.39575 0.13221 -0.62883  0.53
O1 -1.02192 0.29865 -1.83150  -0.69
H1 0.48944 -1.61852 -2.32280  0.19
H2 -0.66276 -2.54383 -1.34862  0.20
H3 1.07232 -2.68900 -1.02021  0.20
H4 1.75503 1.51312 2.73235  0.23
H5 0.21202 0.81244 3.50496  0.23
H6 -1.03529 2.16971 0.00743  0.22
H7 -1.39060 1.18849 -1.89356  0.48

2.
# C5H7NO

The molecule C5H7NO in a non-equilibrium geometry (ωB97M-V/def2-TZVPD, the Open Molecules 2025 dataset).

## Properties
**Total charge**: 0
**Structure (SMILES)**: N#CCC1(O)CC1
**Highest occupied orbital energy**: -10.48 eV
**F_max**: 1.44 eV Å⁻¹
**DFT total energy**: -324.6725 a.u.
**Energy above the lowest of the compared OMol25 structures with the same formula, charge and spin**: 1.415 eV

Last column: natural (NBO) charge in e.
Positions of all 14 atoms, in Å:
O1 -1.22404 -0.72986 0.96750  -0.69
C1 -0.29550 -0.27882 0.03188  0.23
C2 -0.51272 1.13821 -0.44818  -0.52
C3 -0.23205 2.01210 0.69192  0.29
N1 0.07910 2.50815 1.69096  -0.33
C4 0.16065 -1.31619 -0.92353  -0.42
C5 1.10031 -0.80066 0.16778  -0.44
H1 -1.06037 -0.25454 1.79450  0.48
H2 0.16865 1.41555 -1.25450  0.25
H3 -1.54170 1.27655 -0.77262  0.26
H4 -0.32698 -2.29324 -0.85916  0.24
H5 0.38677 -1.01632 -1.94992  0.21
H6 1.94972 -0.18650 -0.15193  0.22
H7 1.31592 -1.42494 1.03411  0.23

3.
# C5H7NO

The molecule C5H7NO (ωB97M-V/def2-TZVPD, the Open Molecules 2025 dataset).

## Properties
**Total charge**: 0
**Structure (SMILES)**: C/C(=C/[O-])C1=C[NH2+]1
**Highest occupied orbital energy**: -7.47 eV
**F_max**: 0.54 eV Å⁻¹
**DFT total energy**: -324.5737 a.u.
**Energy above the lowest of the compared OMol25 structures with the same formula, charge and spin**: 4.104 eV

Last column: natural (NBO) charge in e.
Positions of all 14 atoms, in Å:
C1 0.28785 -0.48356 1.64963  -0.61
C2 0.60773 -0.11026 0.22634  -0.33
C3 1.97308 0.02260 -0.24255  0.40
O1 2.30194 0.37854 -1.36443  -0.58
C4 -0.88300 0.36522 -1.92737  -0.26
C5 -0.32170 0.11772 -0.73539  0.23
N1 -1.81186 0.18800 -0.73363  -0.59
H1 0.99257 -1.23477 2.02503  0.22
H2 -0.71608 -0.91408 1.74114  0.21
H3 0.34009 0.37296 2.33474  0.21
H4 2.75050 -0.24289 0.51020  0.10
H5 -0.92937 1.23290 -2.56658  0.22
H6 -2.21770 0.96463 -0.21381  0.39
H7 -2.37406 -0.65699 -0.70331  0.40

4.
# C5H7NO

The molecule C5H7NO (ωB97M-V/def2-TZVPD, the Open Molecules 2025 dataset).

## Properties
**Total charge**: 0
**Highest occupied orbital energy (spin up / spin down)**: -9.12 / -9.05 eV
**F_max**: 0.69 eV Å⁻¹
**DFT total energy**: -324.5331 a.u.
**Energy above the lowest of the compared OMol25 structures with the same formula, charge and spin**: 5.207 eV

Last column: natural (NBO) charge in e.
Positions of all 14 atoms, in Å:
O1 0.88904 0.11367 2.61056  -0.46
C1 0.47307 0.04588 1.47599  0.38
C2 0.11709 1.17577 0.50508  -0.36
N1 -0.45312 0.44028 -0.63132  -0.40
C3 0.62163 -0.27952 -1.37986  -0.43
C4 -0.03012 -1.27146 0.91063  0.15
C5 -1.13372 -0.68784 0.04554  -0.42
H1 0.96240 1.80705 0.22465  0.23
H2 -0.64353 1.82709 0.96413  0.23
H3 1.50770 0.34344 -1.50618  0.21
H4 0.22830 -0.59612 -2.34941  0.22
H5 0.95324 -1.19198 -0.85553  0.19
H6 -1.53447 -1.36622 -0.70918  0.22
H7 -1.95751 -0.36004 0.69490  0.24

5.
# C5H7NO

The molecule C5H7NO in a non-equilibrium geometry (ωB97M-V/def2-TZVPD, the Open Molecules 2025 dataset).

## Properties
**Total charge**: 0
**Structure (SMILES)**: CC(=O)[C@@H](C)C#N
**Highest occupied orbital energy**: -10.32 eV
**F_max**: 1.20 eV Å⁻¹
**DFT total energy**: -324.7064 a.u.
**Energy above the lowest of the compared OMol25 structures with the same formula, charge and spin**: 0.492 eV

Last column: natural (NBO) charge in e.
Positions of all 14 atoms, in Å:
C1 -1.80574 -0.56686 0.43484  -0.59
C2 -0.59275 0.02092 -0.28436  -0.43
C3 -0.61327 1.49090 -0.30243  0.28
N1 -0.61428 2.64846 -0.30010  -0.31
C4 0.73870 -0.45707 0.33204  0.62
O1 0.73416 -1.20128 1.28333  -0.51
C5 2.01467 0.03467 -0.31197  -0.73
H1 -1.79116 -0.29598 1.49267  0.23
H2 -2.73223 -0.20543 -0.01818  0.22
H3 -1.77693 -1.65701 0.36825  0.23
H4 -0.58336 -0.30363 -1.33491  0.26
H5 2.76591 -0.75763 -0.26501  0.25
H6 2.39191 0.89473 0.25284  0.26
H7 1.86436 0.35521 -1.34700  0.23

6.
# C5H7NO

The molecule C5H7NO in a non-equilibrium geometry (ωB97M-V/def2-TZVPD, the Open Molecules 2025 dataset).

## Properties
**Total charge**: 0
**Structure (SMILES)**: C[C@H](C#N)/C=C\O
**Highest occupied orbital energy**: -9.25 eV
**F_max**: 1.12 eV Å⁻¹
**DFT total energy**: -324.6847 a.u.
**Energy above the lowest of the compared OMol25 structures with the same formula, charge and spin**: 1.083 eV

Last column: natural (NBO) charge in e.
Positions of all 14 atoms, in Å:
C1 -1.31800 -1.33531 -0.07079  -0.58
C2 -0.50528 -0.16163 0.50477  -0.36
C3 0.97057 -0.31565 0.19303  -0.34
C4 1.85540 0.59181 -0.23800  0.18
O1 1.72114 1.90172 -0.53423  -0.67
C5 -1.07140 1.11519 0.02515  0.29
N1 -1.51024 2.11729 -0.35481  -0.34
H1 -2.37184 -1.27275 0.21518  0.22
H2 -0.90848 -2.27482 0.31356  0.22
H3 -1.25074 -1.35018 -1.16200  0.22
H4 -0.64090 -0.15750 1.59640  0.25
H5 1.34673 -1.32438 0.35715  0.22
H6 0.79817 2.18234 -0.45016  0.50
H7 2.88488 0.28388 -0.39525  0.19

7.
# C5H7NO

The molecule C5H7NO in a non-equilibrium geometry (ωB97M-V/def2-TZVPD, the Open Molecules 2025 dataset).

## Properties
**Total charge**: 0
**Structure (SMILES)**: CC1=CONC=C1
**Highest occupied orbital energy**: -7.34 eV
**F_max**: 4.86 eV Å⁻¹
**DFT total energy**: -324.5290 a.u.
**Energy above the lowest of the compared OMol25 structures with the same formula, charge and spin**: 5.318 eV

Last column: natural (NBO) charge in e.
Positions of all 14 atoms, in Å:
C1 0.43973 0.01598 -1.87814  -0.62
N1 -0.81270 -0.24828 2.09282  -0.31
C2 0.28979 -0.18695 -0.39183  -0.09
C3 -0.31089 -1.31049 0.08498  0.08
C4 -0.11444 1.04240 1.27878  0.03
C5 0.91128 0.80611 0.49946  -0.32
O1 -0.67442 -1.45194 1.37235  -0.37
H1 -1.82399 -0.15584 2.23546  0.34
H2 -0.70093 -2.09723 -0.54586  0.18
H3 -0.39654 1.94902 1.79756  0.19
H4 1.75497 1.42400 0.23747  0.23
H5 -0.40545 0.58751 -2.26398  0.22
H6 1.35588 0.56146 -2.10873  0.21
H7 0.48772 -0.93574 -2.41034  0.22

8.
# C5H7NO

A cluster of 2 separate species, C5H7NO in total (ωB97M-V/def2-TZVPD, the Open Molecules 2025 dataset).

## Properties
**Total charge**: 0
**Structure (SMILES)**: C=C=C1[C@H]2N[C@@H]12.O
**Highest occupied orbital energy**: -9.34 eV
**F_max**: 0.39 eV Å⁻¹
**DFT total energy**: -324.5381 a.u.
**Energy above the lowest of the compared OMol25 structures with the same formula, charge and spin**: 5.072 eV

Last column: natural (NBO) charge in e.
Positions of all 14 atoms, in Å:
O1 -2.26205 1.34216 0.55843  -0.94
C1 -0.88116 -1.76748 1.35877  -0.46
C2 -0.14345 -1.03893 0.55699  0.04
C3 0.55043 -0.29695 -0.24491  -0.12
C4 1.66196 -0.15894 -1.19060  -0.07
C5 0.64920 0.91328 -1.07302  -0.11
N1 2.06634 1.20785 -0.91027  -0.54
H1 -2.18547 0.49213 1.00685  0.47
H2 -0.75079 -1.73280 2.43821  0.22
H3 -1.63913 -2.44517 0.97043  0.22
H4 1.96076 -0.72544 -2.06122  0.23
H5 -1.34988 1.56182 0.35732  0.46
H6 0.01949 1.33301 -1.84222  0.24
H7 2.30374 1.31546 0.07523  0.35

9.
# C5H7NO

The molecule C5H7NO in a non-equilibrium geometry (ωB97M-V/def2-TZVPD, the Open Molecules 2025 dataset).

## Properties
**Total charge**: 0
**Structure (SMILES)**: C/C(O)=C(/C)C#N
**Highest occupied orbital energy**: -8.88 eV
**F_max**: 1.10 eV Å⁻¹
**DFT total energy**: -324.6829 a.u.
**Energy above the lowest of the compared OMol25 structures with the same formula, charge and spin**: 1.131 eV

Last column: natural (NBO) charge in e.
Positions of all 14 atoms, in Å:
C1 -1.81400 -0.24719 0.60923  -0.62
C2 -0.58082 0.28124 -0.09094  -0.29
C3 -0.57842 1.64990 -0.50347  0.27
N1 -0.63558 2.72323 -0.94266  -0.34
C4 0.56138 -0.44110 -0.19110  0.44
O1 0.53191 -1.79203 -0.22443  -0.66
C5 1.94451 0.11467 -0.06581  -0.68
H1 -1.91789 0.33259 1.53583  0.23
H2 -2.75206 -0.15565 0.05749  0.22
H3 -1.67667 -1.28996 0.91406  0.21
H4 -0.34430 -2.05262 -0.54426  0.49
H5 2.69696 -0.62621 -0.33776  0.23
H6 2.08704 0.38218 0.98873  0.24
H7 2.07947 1.02857 -0.64528  0.25

10.
# C5H7NO

The molecule C5H7NO (ωB97M-V/def2-TZVPD, the Open Molecules 2025 dataset).

## Properties
**Total charge**: 0
**Structure (SMILES)**: O=C[C@H]1[C@H]2CCN21
**Highest occupied orbital energy**: -9.53 eV
**F_max**: 0.50 eV Å⁻¹
**DFT total energy**: -324.6226 a.u.
**Energy above the lowest of the compared OMol25 structures with the same formula, charge and spin**: 2.773 eV

Last column: natural (NBO) charge in e.
Positions of all 14 atoms, in Å:
O1 -0.47590 -1.30411 2.26498  -0.50
C1 0.22453 -0.45660 1.76645  0.42
C2 0.92438 -0.64323 0.44829  -0.22
C3 0.24916 -0.76161 -0.85184  -0.06
C4 -1.02692 0.06097 -0.91901  -0.44
C5 -0.14292 1.25424 -0.49494  -0.24
N1 1.11096 0.43030 -0.53051  -0.37
H1 0.43455 0.49391 2.30042  0.12
H2 1.82477 -1.24769 0.56422  0.24
H3 0.55673 -1.50666 -1.58125  0.21
H4 -1.84417 -0.24752 -0.25996  0.22
H5 -1.40468 0.16677 -1.93834  0.22
H6 -0.35019 1.71660 0.47696  0.19
H7 -0.08030 2.04463 -1.24546  0.21

11.
# C5H7NO

The molecule C5H7NO (ωB97M-V/def2-TZVPD, the Open Molecules 2025 dataset).

## Properties
**Total charge**: 0
**Structure (SMILES)**: OCC#C[C@H]1CN1
**Highest occupied orbital energy**: -9.32 eV
**F_max**: 0.51 eV Å⁻¹
**DFT total energy**: -324.6000 a.u.
**Energy above the lowest of the compared OMol25 structures with the same formula, charge and spin**: 3.386 eV

Last column: natural (NBO) charge in e.
Positions of all 14 atoms, in Å:
O1 2.48489 -1.46776 0.62509  -0.69
C1 2.47691 -0.38340 -0.28466  -0.13
C2 1.16159 0.27146 -0.30611  -0.04
C3 0.04428 0.70145 -0.15346  -0.03
C4 -1.34230 1.02383 0.10384  -0.17
C5 -2.37570 0.15045 -0.51440  -0.24
N1 -2.09510 0.05073 0.90959  -0.55
H1 2.11169 -1.13908 1.45327  0.47
H2 3.25622 0.35352 -0.04236  0.19
H3 2.71605 -0.80634 -1.26418  0.21
H4 -1.57599 2.06191 0.32509  0.22
H5 -2.01623 -0.62838 -1.18398  0.20
H6 -3.35048 0.56257 -0.75955  0.20
H7 -1.49584 -0.75096 1.09183  0.36

12.
# C5H7NO

The molecule C5H7NO (ωB97M-V/def2-TZVPD, the Open Molecules 2025 dataset).

## Properties
**Total charge**: 0
**Structure (SMILES)**: C=CC[C@H]1NC1=O
**Highest occupied orbital energy**: -9.59 eV
**F_max**: 0.57 eV Å⁻¹
**DFT total energy**: -324.6344 a.u.
**Energy above the lowest of the compared OMol25 structures with the same formula, charge and spin**: 2.450 eV

Last column: natural (NBO) charge in e.
Positions of all 14 atoms, in Å:
N1 0.22497 2.21286 0.76848  -0.62
C1 -0.80143 1.33851 0.64411  0.68
O1 -1.96433 1.24692 0.35530  -0.55
C2 -0.97795 -1.68882 -0.62186  -0.36
C3 0.26100 -1.44049 -0.21098  -0.19
C4 0.95308 -0.11460 -0.44988  -0.47
C5 0.52791 0.73057 0.74500  -0.14
H1 0.45437 2.91950 0.07968  0.39
H2 -1.52253 -0.97571 -1.23708  0.20
H3 -1.51396 -2.58262 -0.31715  0.20
H4 0.76551 -2.14144 0.45370  0.20
H5 0.60909 0.32832 -1.39272  0.22
H6 2.04230 -0.22785 -0.51038  0.22
H7 0.94197 0.39485 1.69378  0.21